Entry A
DFT (ωB97M-V with the def2-TZVPD basis set) results for an isolated ion of composition C8H16N3 and charge +1.

Computed properties:
Charge: +1
SMILES string: CC(C)N=[N+]=C/C=N/C(C)C
Orbital gap in eV: 7.923
HOMO energy in eV: -13.44
LUMO energy in eV: -5.52

Geometry (Å):
C1 3.10 -0.52 1.11
C2 2.05 -0.35 -0.08
C3 2.60 -0.50 -1.48
N1 1.26 0.76 0.13
N2 1.31 1.97 -0.20
C4 0.25 2.71 -0.14
C5 -0.95 1.98 0.09
N3 -0.78 0.78 0.32
C6 -1.67 -0.28 0.35
C7 -2.28 -0.41 -1.07
C8 -2.84 -0.13 1.50
H1 2.84 0.05 2.02
H2 4.06 -0.24 0.76
H3 3.17 -1.60 1.44
H4 1.33 -1.33 0.04
H5 3.43 -1.23 -1.36
H6 3.06 0.42 -1.89
H7 1.91 -0.85 -2.16
H8 0.38 3.75 -0.37
H9 -1.90 2.56 0.18
H10 -1.34 -1.30 0.66
H11 -3.19 0.21 -1.15
H12 -2.84 -1.37 -1.17
H13 -1.73 -0.13 -1.98
H14 -3.81 0.19 1.19
H15 -2.45 0.45 2.32
H16 -2.89 -1.07 2.10



Entry B
DFT (ωB97M-V with the def2-TZVPD basis set) results for a 2-piece molecular cluster, C8H16N3 overall.

Computed properties:
Charge: +1
Orbital gap in eV: 8.490
HOMO energy in eV: -11.61
LUMO energy in eV: -3.12

Geometry (Å):
C1 2.85 -0.51 0.77
C2 2.97 -1.46 -0.22
C3 2.84 1.16 0.61
C4 0.39 1.77 0.68
C5 -1.25 -1.35 -0.29
C6 -2.54 0.82 -0.97
C7 -3.44 -0.63 0.70
C8 -2.36 -0.35 -0.25
N1 1.52 1.43 0.83
N2 -0.84 2.18 0.53
N3 3.14 -1.22 -1.50
H1 2.78 -0.73 1.80
H2 3.02 -2.53 0.21
H3 3.49 1.60 1.38
H4 -0.58 -1.07 0.53
H5 -0.75 -1.39 -1.30
H6 -1.73 -2.30 -0.13
H7 -1.67 1.63 -0.04
H8 -1.97 1.02 -1.93
H9 -3.48 1.35 -0.82
H10 3.18 1.54 -0.48
H11 -4.36 -0.95 0.17
H12 -3.86 0.25 1.15
H13 -3.16 -1.39 1.46
H14 -1.20 3.10 0.76
H15 3.16 -0.20 -1.72
H16 3.86 -1.78 -1.93



Most favorable structure: entry B. The second most favorable one is 24.5 kcal/mol above it.



Entry A
DFT (ωB97M-V with the def2-TZVPD basis set) results for an isolated molecule of C4H5NO2.

Computed properties:
SMILES string: O=C[C@H]1CN=CO1
Orbital gap in eV: 10.841
HOMO energy in eV: -10.00
LUMO energy in eV: 0.84

Geometry (Å):
O1 -2.64 0.65 0.05
C1 -1.65 -0.03 0.16
C2 -0.41 0.14 -0.65
C3 0.52 0.80 0.50
N1 1.69 -0.06 0.50
C4 1.45 -1.02 -0.27
O2 0.27 -1.08 -0.94
H1 -1.43 -0.68 1.03
H2 -0.64 0.60 -1.63
H3 0.76 1.85 0.35
H4 0.07 0.73 1.51
H5 2.14 -1.83 -0.50



Entry B
DFT (ωB97M-V with the def2-TZVPD basis set) results for an isolated molecule of C4H5NO2.

Computed properties:
SMILES string: Cc1coc(O)n1
Orbital gap in eV: 9.334
HOMO energy in eV: -8.64
LUMO energy in eV: 0.69

Geometry (Å):
C1 -1.89 0.40 0.26
C2 -0.47 0.02 0.01
C3 -0.01 -1.09 -0.63
O1 1.33 -0.87 -0.91
C4 1.62 0.22 -0.23
O2 2.92 0.35 0.04
N1 0.61 0.87 0.27
H1 -2.00 1.20 1.00
H2 -2.29 0.77 -0.69
H3 -2.51 -0.46 0.55
H4 -0.21 -2.12 -0.33
H5 3.01 0.75 0.92



Entry C
DFT (ωB97M-V with the def2-TZVPD basis set) results for an isolated molecule of C4H5NO2.

Computed properties:
SMILES string: O[C@@H]1O[C@]12[C@@H]1CN12
Orbital gap in eV: 10.898
HOMO energy in eV: -10.10
LUMO energy in eV: 0.79

Geometry (Å):
O1 -1.99 -0.75 -0.92
C1 -1.45 -0.61 0.31
O2 -1.48 0.78 0.99
C2 -0.32 0.26 0.51
C3 0.74 0.80 -0.35
C4 1.67 -0.29 -0.04
N1 0.97 0.32 1.09
H1 -1.52 -0.12 -1.48
H2 -1.78 -1.39 0.98
H3 0.98 1.83 -0.60
H4 1.42 -1.31 -0.34
H5 2.74 -0.07 -0.03



Entry D
DFT (ωB97M-V with the def2-TZVPD basis set) results for an isolated molecule of C4H5NO2.

Computed properties:
SMILES string: O=C[C@H]1CN1C=O
Orbital gap in eV: 10.444
HOMO energy in eV: -10.12
LUMO energy in eV: 0.33

Geometry (Å):
O1 2.13 -1.25 -0.31
C1 1.45 -0.30 -0.60
C2 0.69 0.49 0.44
C3 -0.55 1.22 0.03
N1 -0.64 0.02 0.83
C4 -1.19 -1.14 0.28
O2 -2.03 -1.15 -0.58
H1 1.36 0.05 -1.65
H2 1.30 0.86 1.26
H3 -0.88 1.12 -1.01
H4 -0.83 2.14 0.53
H5 -0.81 -2.06 0.77



Most favorable structure: entry B. The second most favorable one is 4.4 kcal/mol above it.



Entry A
DFT (ωB97M-V with the def2-TZVPD basis set) results for a 2-piece molecular cluster, C4H5NO2 overall.

Computed properties:
SMILES string: O=CCC=O.C#N
Orbital gap in eV: 10.384
HOMO energy in eV: -10.03
LUMO energy in eV: 0.35

Geometry (Å):
O1 -2.57 0.61 0.92
C1 -1.50 0.14 0.62
C2 -0.29 0.98 0.25
C3 -0.10 0.52 -1.16
O2 0.21 -0.62 -1.43
H1 -1.35 -0.96 0.65
H2 -0.48 2.06 0.33
H3 0.52 0.71 0.93
H4 -0.40 1.25 -1.94
C4 1.97 -1.58 0.25
N1 1.99 -0.94 1.22
H5 2.01 -2.17 -0.64



Entry B
DFT (ωB97M-V with the def2-TZVPD basis set) results for an isolated molecule of C4H5NO2.

Computed properties:
SMILES string: O=C[C@H]1CN1C=O
Orbital gap in eV: 10.233
HOMO energy in eV: -9.82
LUMO energy in eV: 0.41

Geometry (Å):
O1 -2.14 0.42 -0.80
C1 -1.47 0.13 0.16
C2 -0.32 -0.84 -0.03
C3 0.68 -0.56 -1.03
N1 1.10 -0.42 0.38
C4 0.99 0.90 0.88
O2 0.11 1.68 0.57
H1 -1.75 0.39 1.20
H2 -0.61 -1.86 0.20
H3 0.56 0.35 -1.61
H4 1.16 -1.39 -1.53
H5 1.71 1.17 1.66



Most favorable structure: entry A. The second most favorable one is 9.6 kcal/mol above it.